Entry 1:
A molecular structure, C25H21F7N3OPtS at a distorted geometry, computed with the ωB97M-V functional and the def2-TZVPD basis.

* orbital gap: 6.27 eV
* total charge: -1
* ΔE to the lowest compared entry with this formula, charge and spin: 12.12 kcal per mole
* HOMO energy: -3.609 eV
* multiplicity: 1

Last column: Mulliken charge in e.
Element x y z (Å)
Pt: 0.0317 -0.0454 -0.2026  1.418
C: -4.6161 -0.1698 -4.5184  -1.203
C: -4.0476 1.1509 -4.0009  -0.708
N: -2.6157 1.0407 -3.7402  0.246
C: -1.7410 1.4582 -4.8202  -0.892
C: -1.4346 2.9522 -4.7476  -0.979
C: -2.1808 0.4390 -2.5916  0.412
S: -0.5138 -0.0327 -2.5421  -0.671
N: -3.1321 0.2148 -1.6984  -0.052
C: -3.0134 -0.2217 -0.4463  0.052
O: -1.9820 -0.3972 0.2348  -0.940
C: -4.2975 -0.5023 0.2485  0.476
C: -4.2745 -0.9258 1.5791  -0.520
C: -5.4513 -1.2111 2.2482  -0.683
C: -6.6740 -1.0767 1.6044  -0.347
C: -6.7061 -0.6518 0.2826  -0.680
C: -5.5301 -0.3673 -0.3903  -0.103
H: -5.6732 -0.0719 -4.7731  0.349
H: -4.5081 -0.9280 -3.7430  0.270
H: -4.0716 -0.4992 -5.4052  0.419
H: -4.5506 1.4285 -3.0786  0.411
H: -4.1992 1.9448 -4.7348  0.443
H: -2.2344 1.2260 -5.7687  0.368
H: -0.8152 0.8946 -4.7704  0.479
H: -2.3543 3.5399 -4.7826  0.329
H: -0.7975 3.2489 -5.5824  0.408
H: -0.9111 3.1754 -3.8176  0.125
H: -3.3145 -1.0240 2.0680  0.487
H: -5.4185 -1.5429 3.2788  0.393
H: -7.5961 -1.3024 2.1255  0.370
H: -7.6561 -0.5427 -0.2265  0.393
H: -5.5470 -0.0375 -1.4193  0.246
F: 1.1021 -2.9542 4.1424  -0.367
C: 0.8588 -1.7226 3.6413  0.356
C: 0.6404 -1.5610 2.2868  -0.549
C: 0.3820 -0.2947 1.7794  -0.628
C: 0.3439 0.8371 2.6431  1.081
C: 0.5927 0.5949 3.9945  0.616
F: 0.5958 1.6135 4.8977  -0.369
C: 0.8436 -0.6555 4.5141  -0.869
C: 0.0669 2.1634 2.0782  0.032
C: 0.0565 3.3749 2.7870  -1.373
C: -0.2099 4.5572 2.1281  -0.249
C: -0.4741 4.5385 0.7628  -0.926
C: -0.4501 3.3092 0.1304  -0.113
N: -0.1904 2.1771 0.7625  -0.080
H: 0.6885 -2.4221 1.6350  0.466
H: 1.0238 -0.7843 5.5722  0.468
H: 0.2626 3.3864 3.8454  0.507
H: -0.2116 5.4943 2.6711  0.402
H: -0.6834 5.4471 0.2134  0.405
H: -0.6433 3.2165 -0.9360  0.377
F: 2.6445 0.8661 0.5582  -0.296
C: 2.0435 0.0981 -0.4393  0.548
F: 2.6982 -1.1265 -0.3474  -0.350
C: 2.6117 0.7217 -1.7268  0.366
F: 3.9348 0.9915 -1.6238  -0.308
F: 2.0073 1.8902 -2.0174  -0.224
F: 2.4710 -0.0907 -2.7873  -0.239

Entry 2:
A molecular structure, C25H21MgN3O6Se at a distorted geometry, computed with the ωB97M-V functional and the def2-TZVPD basis.

* orbital gap: 5.93 eV
* total charge: -2
* HOMO energy: -1.482 eV
* multiplicity: 1

Last column: Mulliken charge in e.
Element x y z (Å)
Mg: 0.7192 -0.8880 -0.3163  1.450
C: 2.3605 -2.1575 -4.1360  -0.384
O: 1.7811 -1.0040 -4.7380  -0.493
C: 1.6231 0.1713 -4.0328  0.202
C: 1.3212 1.2580 -4.8257  -0.595
C: 1.1336 2.5348 -4.2888  -0.511
C: 1.2479 2.7024 -2.9279  -0.908
C: 1.5081 1.6178 -2.0825  0.627
C: 1.6438 1.8435 -0.6557  -0.719
N: 1.6117 0.8612 0.1561  1.044
N: 1.9285 0.9812 1.4774  -1.141
C: 1.9380 -0.2382 2.0024  0.456
O: 1.6569 -1.3249 1.4134  -0.989
C: 2.4157 -0.2962 3.4213  0.184
C: 2.4314 0.8267 4.2454  -0.265
C: 2.9020 0.7404 5.5462  -0.586
C: 3.3712 -0.4699 6.0434  -0.325
C: 3.3581 -1.5938 5.2278  -0.535
C: 2.8770 -1.5079 3.9299  -0.362
C: 1.6924 0.2867 -2.6016  1.208
O: 1.9293 -0.7238 -1.8447  -1.120
H: 2.5019 -2.8649 -4.9566  0.249
H: 1.7139 -2.5976 -3.3835  -0.007
H: 3.3284 -1.9325 -3.6835  0.226
H: 1.2351 1.0908 -5.8943  0.356
H: 0.8984 3.3703 -4.9383  0.327
H: 1.1215 3.6855 -2.4820  0.344
H: 1.8378 2.8643 -0.3035  0.240
H: 2.0735 1.7640 3.8409  0.423
H: 2.9063 1.6200 6.1808  0.343
H: 3.7419 -0.5333 7.0606  0.351
H: 3.7232 -2.5396 5.6122  0.358
H: 2.8441 -2.3752 3.2829  0.427
C: -4.2874 2.3087 3.2898  -0.818
O: -4.9661 1.7244 2.2032  -0.467
C: -4.1824 1.0593 1.2882  1.186
C: -4.8426 0.6668 0.1099  -1.056
C: -4.1158 0.0314 -0.8682  -0.698
C: -2.7478 -0.2380 -0.7410  0.309
C: -1.9450 -0.7964 -1.8175  0.735
C: -2.5804 -1.6045 -2.9274  -1.253
O: -0.7248 -0.6652 -1.8501  -0.246
C: -2.0726 0.1012 0.4913  -0.290
O: -0.8719 -0.1922 0.7336  -0.486
C: -2.8573 0.7820 1.4843  -0.490
H: -5.0200 2.9184 3.8181  0.232
H: -3.4624 2.9420 2.9506  0.351
H: -3.8878 1.5533 3.9740  0.299
H: -5.8948 0.8872 -0.0149  0.382
H: -4.6262 -0.2280 -1.7875  0.149
H: -3.6606 -1.5048 -2.9960  0.403
H: -2.3331 -2.6502 -2.7214  0.140
H: -2.1130 -1.3438 -3.8767  0.263
H: -2.3349 1.0599 2.3905  0.419
Se: -0.2815 -5.2040 -2.4395  -0.401
C: 0.0988 -3.8324 -1.3795  0.054
N: 0.3331 -2.9467 -0.6630  -0.594